Here is a molecular structure, C32H38N8OS2Zr at a distorted geometry from the Open Molecules 2025 dataset. Energies are from ωB97M-V with the def2-TZVPD basis set.

Atoms and positions in Å:
Zr: -0.19 -0.12 -0.77
N: -2.42 0.82 -0.74
C: -3.43 -0.02 -1.46
C: -3.06 -1.42 -1.24
N: -1.67 -1.71 -1.60
C: -1.39 -3.03 -1.00
C: 0.11 -3.29 -0.91
N: 0.70 -2.13 -0.15
C: -1.55 -1.71 -3.12
C: -0.47 -0.89 -3.71
N: -0.43 0.42 -2.98
H: -2.86 0.91 0.19
H: -2.48 1.81 -1.08
H: -3.48 0.25 -2.50
H: -4.48 0.15 -1.06
H: -3.80 -2.14 -1.72
H: -3.23 -1.62 -0.18
H: -1.92 -3.88 -1.49
H: -1.86 -3.09 -0.01
H: 0.61 -3.24 -1.89
H: 0.38 -4.18 -0.37
H: 1.72 -2.24 -0.08
H: 0.46 -2.28 0.84
H: -2.49 -1.39 -3.54
H: -1.30 -2.72 -3.44
H: -0.64 -0.77 -4.78
H: 0.50 -1.34 -3.60
H: -1.32 0.94 -3.18
H: 0.31 1.01 -3.32
S: 5.71 4.90 -1.85
N: 5.64 3.35 -2.10
C: 4.41 2.97 -1.76
C: 3.87 1.58 -1.88
C: 4.59 0.65 -2.59
C: 4.02 -0.65 -2.70
C: 2.76 -0.82 -2.13
N: 2.01 0.13 -1.56
C: 2.59 1.37 -1.45
C: 1.81 2.44 -0.96
N: 0.56 2.12 -0.58
C: -0.26 3.04 -0.10
C: 0.13 4.36 0.08
C: 1.39 4.70 -0.27
C: 2.29 3.71 -0.81
C: 3.63 3.99 -1.23
N: 4.21 5.22 -1.26
H: 5.57 0.95 -2.86
H: 4.42 -1.54 -3.26
H: 2.30 -1.79 -2.15
H: -1.23 2.81 0.24
H: -0.64 5.01 0.47
H: 1.77 5.72 -0.17
O: -0.62 0.02 1.20
S: -0.83 1.02 2.43
C: 0.81 1.28 3.14
C: 1.74 0.13 3.03
C: 1.71 -1.00 3.86
C: 2.58 -2.01 3.54
C: 3.40 -1.97 2.45
C: 3.44 -0.89 1.60
C: 2.61 0.18 1.94
C: -1.78 0.03 3.53
C: -3.01 -0.46 2.87
C: -4.04 0.41 2.50
C: -5.16 -0.15 1.83
C: -5.36 -1.52 1.76
C: -4.36 -2.34 2.18
C: -3.17 -1.83 2.68
H: 0.65 1.69 4.15
H: 1.18 2.15 2.57
H: 1.26 -1.02 4.83
H: 2.63 -2.89 4.19
H: 4.10 -2.75 2.26
H: 4.06 -0.77 0.77
H: 2.57 1.11 1.37
H: -2.00 0.69 4.37
H: -1.11 -0.78 3.90
H: -4.03 1.49 2.73
H: -5.89 0.56 1.48
H: -6.29 -1.81 1.31
H: -4.48 -3.43 2.19
H: -2.48 -2.47 3.13

Results
M = 706.07 g/mol
highest occupied orbital energy = -0.710 Eh
E_tot = -70686.4687 eV
charge = +4
max |F| = 3.158 eV/Å
energy above the lowest of the compared OMol25 structures with the same formula, charge and spin = 12.6 kcal per mole

These are the Löwdin partial charges, in e, on atoms 1 to 8: atom 1 (Zr): 1.850, atom 2 (N): -0.041, atom 3 (C): -0.185, atom 4 (C): -0.206, atom 5 (N): -0.244, atom 6 (C): -0.158, atom 7 (C): -0.139, atom 8 (N): -0.071

Here is a molecular structure, C32H39As2CoN2S3 from the Open Molecules 2025 dataset. Energies are from ωB97M-V with the def2-TZVPD basis set.

Atoms and positions in Å:
Co: 0.61 0.50 -0.37
C: 0.45 -2.33 -0.67
N: 0.95 -1.43 0.40
C: 1.33 -0.08 2.82
C: 1.09 1.41 2.67
N: 1.35 1.90 1.32
C: 2.82 2.01 1.12
C: 0.81 3.23 1.10
C: 0.69 4.14 2.14
C: 0.25 5.44 1.90
C: -0.02 5.83 0.60
C: 0.09 4.92 -0.44
C: 0.49 3.59 -0.21
S: 0.46 2.43 -1.50
C: 2.37 -1.70 0.49
C: 2.89 -2.69 1.32
C: 4.25 -2.97 1.32
C: 5.09 -2.29 0.45
C: 4.57 -1.34 -0.41
C: 3.21 -1.03 -0.41
S: 2.52 0.15 -1.50
H: 0.52 -3.38 -0.37
H: 1.07 -2.18 -1.55
H: -0.56 -2.09 -0.97
H: 2.30 -0.37 2.43
H: 1.33 -0.31 3.89
H: 1.73 1.93 3.39
H: 0.06 1.66 2.93
H: 3.24 2.69 1.87
H: 3.01 2.38 0.12
H: 3.29 1.03 1.21
H: 0.93 3.85 3.16
H: 0.15 6.14 2.72
H: -0.35 6.84 0.39
H: -0.16 5.21 -1.45
H: 2.24 -3.24 1.97
H: 4.65 -3.72 1.99
H: 6.16 -2.49 0.45
H: 5.22 -0.80 -1.09
C: 0.27 -2.76 3.47
As: -0.09 -1.34 2.16
C: -1.54 -2.44 1.34
C: -1.47 -0.21 3.09
C: -1.64 -0.27 4.47
C: -2.55 0.57 5.11
C: -3.28 1.48 4.37
C: -3.10 1.56 2.99
C: -2.20 0.72 2.34
As: -1.86 0.81 0.39
C: -3.50 -0.13 -0.10
C: -2.54 2.60 0.02
H: 1.14 -2.54 4.09
H: 0.42 -3.70 2.94
H: -0.62 -2.86 4.09
H: -2.30 -2.49 2.11
H: -1.13 -3.44 1.15
H: -1.97 -2.07 0.42
H: -1.06 -0.97 5.07
H: -2.67 0.51 6.18
H: -3.98 2.14 4.86
H: -3.66 2.29 2.42
H: -4.33 0.53 0.13
H: -3.61 -1.04 0.48
H: -3.47 -0.36 -1.17
H: -3.60 2.63 0.23
H: -2.37 2.78 -1.04
H: -2.01 3.34 0.61
S: -1.39 -0.47 -2.82
C: -2.69 0.49 -3.49
C: -3.96 -0.06 -3.75
C: -4.99 0.71 -4.26
C: -4.81 2.06 -4.55
C: -3.56 2.62 -4.31
C: -2.52 1.85 -3.79
H: -4.11 -1.11 -3.53
H: -5.96 0.25 -4.44
H: -5.61 2.65 -4.95
H: -3.38 3.67 -4.52
H: -1.55 2.30 -3.61

Results
⟨S²⟩ = 0.7796
M = 756.66 g/mol
highest occupied orbital energy (spin up / spin down) = -0.128 / -0.129 Eh
E_tot = -228607.6280 eV
charge = -1
max |F| = 0.350 eV/Å
spin multiplicity = 2

These are the Löwdin partial charges, in e, on atoms 1 to 8: atom 1 (Co): -0.148, atom 2 (C): -0.169, atom 3 (N): -0.302, atom 4 (C): -0.240, atom 5 (C): -0.263, atom 6 (N): -0.192, atom 7 (C): -0.077, atom 8 (C): -0.293

Here is 5 unconnected molecules or ions with the total composition C32H39BN6O5 from the Open Molecules 2025 dataset. Energies are from ωB97M-V with the def2-TZVPD basis set.

Atoms and positions in Å:
C: 2.69 2.62 0.03
C: 2.73 1.50 1.03
O: 3.09 1.69 2.16
O: 2.39 0.25 0.59
C: 1.56 -0.46 1.54
C: 0.78 -1.56 0.80
C: -0.74 -1.58 1.06
C: -0.97 -1.38 2.50
N: -1.08 -1.08 3.60
C: -1.61 -0.63 0.18
C: -1.25 0.75 0.52
N: -1.00 1.84 0.81
C: -3.09 -0.90 0.52
C: -4.15 -0.04 -0.18
C: -4.38 1.35 0.41
O: -3.87 2.41 -0.41
C: -1.38 -0.98 -1.32
B: -0.73 0.15 -2.22
O: 0.48 0.76 -1.98
O: -1.44 0.57 -3.32
H: 2.02 2.42 -0.80
H: 2.43 3.53 0.55
H: 3.71 2.73 -0.35
H: 2.20 -0.91 2.30
H: 0.93 0.26 2.05
H: 1.18 -2.52 1.14
H: 1.01 -1.50 -0.26
H: -1.09 -2.59 0.83
H: -3.26 -0.86 1.60
H: -3.27 -1.94 0.21
H: -3.97 0.05 -1.26
H: -5.10 -0.58 -0.11
H: -3.86 1.40 1.38
H: -5.44 1.55 0.56
H: -3.23 2.06 -1.02
H: -2.33 -1.25 -1.78
H: -0.75 -1.87 -1.40
H: 1.21 0.17 -1.74
H: -0.93 1.26 -3.76
C: 8.29 -0.38 0.68
C: 7.07 -0.44 1.34
C: 6.06 0.40 0.91
N: 6.19 1.26 -0.10
C: 7.36 1.30 -0.72
C: 8.44 0.51 -0.37
H: 9.11 -1.03 0.98
H: 6.91 -1.12 2.16
H: 5.09 0.39 1.39
H: 7.44 2.01 -1.54
H: 9.37 0.58 -0.92
C: -4.78 4.39 5.20
C: -5.25 3.12 5.51
C: -4.74 2.04 4.79
N: -3.84 2.16 3.82
C: -3.40 3.39 3.54
C: -3.83 4.53 4.20
H: -5.14 5.25 5.74
H: -5.99 2.96 6.28
H: -5.08 1.03 4.99
H: -2.66 3.45 2.75
H: -3.44 5.50 3.93
C: 9.28 -2.95 -3.76
C: 8.92 -3.25 -5.06
C: 7.77 -2.67 -5.58
N: 7.00 -1.82 -4.89
C: 7.36 -1.54 -3.65
C: 8.49 -2.07 -3.04
H: 10.17 -3.38 -3.32
H: 9.50 -3.93 -5.66
H: 7.45 -2.88 -6.59
H: 6.72 -0.85 -3.11
H: 8.74 -1.80 -2.02
C: -9.57 -2.49 -1.24
C: -9.57 -1.20 -0.72
C: -8.35 -0.55 -0.59
N: -7.18 -1.10 -0.93
C: -7.21 -2.34 -1.42
C: -8.37 -3.07 -1.60
H: -10.50 -3.03 -1.36
H: -10.48 -0.71 -0.43
H: -8.30 0.45 -0.19
H: -6.24 -2.76 -1.69
H: -8.33 -4.07 -2.00

Results
M = 598.51 g/mol
highest occupied orbital energy = -0.341 Eh
E_tot = -53672.3643 eV
max |F| = 0.938 eV/Å

These are the Löwdin partial charges, in e, on atoms 1 to 8: atom 1 (C): 0.031, atom 2 (C): -0.543, atom 3 (O): 0.105, atom 4 (O): -0.035, atom 5 (C): -0.145, atom 6 (C): -0.090, atom 7 (C): -0.239, atom 8 (C): -0.196

- Which formula does entry 2 have?
  C32H39As2CoN2S3

- M of number 2 (C32H39As2CoN2S3)?
  756.66 g/mol

What did the second record say?
Here is a molecular structure, C32H39As2CoN2S3 from the Open Molecules 2025 dataset. Energies are from ωB97M-V with the def2-TZVPD basis set.

Atoms and positions in Å:
Co: 0.61 0.50 -0.37
C: 0.45 -2.33 -0.67
N: 0.95 -1.43 0.40
C: 1.33 -0.08 2.82
C: 1.09 1.41 2.67
N: 1.35 1.90 1.32
C: 2.82 2.01 1.12
C: 0.81 3.23 1.10
C: 0.69 4.14 2.14
C: 0.25 5.44 1.90
C: -0.02 5.83 0.60
C: 0.09 4.92 -0.44
C: 0.49 3.59 -0.21
S: 0.46 2.43 -1.50
C: 2.37 -1.70 0.49
C: 2.89 -2.69 1.32
C: 4.25 -2.97 1.32
C: 5.09 -2.29 0.45
C: 4.57 -1.34 -0.41
C: 3.21 -1.03 -0.41
S: 2.52 0.15 -1.50
H: 0.52 -3.38 -0.37
H: 1.07 -2.18 -1.55
H: -0.56 -2.09 -0.97
H: 2.30 -0.37 2.43
H: 1.33 -0.31 3.89
H: 1.73 1.93 3.39
H: 0.06 1.66 2.93
H: 3.24 2.69 1.87
H: 3.01 2.38 0.12
H: 3.29 1.03 1.21
H: 0.93 3.85 3.16
H: 0.15 6.14 2.72
H: -0.35 6.84 0.39
H: -0.16 5.21 -1.45
H: 2.24 -3.24 1.97
H: 4.65 -3.72 1.99
H: 6.16 -2.49 0.45
H: 5.22 -0.80 -1.09
C: 0.27 -2.76 3.47
As: -0.09 -1.34 2.16
C: -1.54 -2.44 1.34
C: -1.47 -0.21 3.09
C: -1.64 -0.27 4.47
C: -2.55 0.57 5.11
C: -3.28 1.48 4.37
C: -3.10 1.56 2.99
C: -2.20 0.72 2.34
As: -1.86 0.81 0.39
C: -3.50 -0.13 -0.10
C: -2.54 2.60 0.02
H: 1.14 -2.54 4.09
H: 0.42 -3.70 2.94
H: -0.62 -2.86 4.09
H: -2.30 -2.49 2.11
H: -1.13 -3.44 1.15
H: -1.97 -2.07 0.42
H: -1.06 -0.97 5.07
H: -2.67 0.51 6.18
H: -3.98 2.14 4.86
H: -3.66 2.29 2.42
H: -4.33 0.53 0.13
H: -3.61 -1.04 0.48
H: -3.47 -0.36 -1.17
H: -3.60 2.63 0.23
H: -2.37 2.78 -1.04
H: -2.01 3.34 0.61
S: -1.39 -0.47 -2.82
C: -2.69 0.49 -3.49
C: -3.96 -0.06 -3.75
C: -4.99 0.71 -4.26
C: -4.81 2.06 -4.55
C: -3.56 2.62 -4.31
C: -2.52 1.85 -3.79
H: -4.11 -1.11 -3.53
H: -5.96 0.25 -4.44
H: -5.61 2.65 -4.95
H: -3.38 3.67 -4.52
H: -1.55 2.30 -3.61

Results
⟨S²⟩ = 0.7796
M = 756.66 g/mol
highest occupied orbital energy (spin up / spin down) = -0.128 / -0.129 Eh
E_tot = -228607.6280 eV
charge = -1
max |F| = 0.350 eV/Å
spin multiplicity = 2

These are the Löwdin partial charges, in e, on atoms 1 to 8: atom 1 (Co): -0.148, atom 2 (C): -0.169, atom 3 (N): -0.302, atom 4 (C): -0.240, atom 5 (C): -0.263, atom 6 (N): -0.192, atom 7 (C): -0.077, atom 8 (C): -0.293